DFT (ωB97M-V/def2-TZVPD) results for a structure of composition C30H82LiN7O8 in a non-equilibrium geometry.

The HOMO energy (spin up / spin down) is -10.9 / -10.9 eV. The spin multiplicity is 2. The total charge is +1. The total energy comes out at -59441.47613 eV. The maximum force is 3.28 eV Å⁻¹. The value obtained for the HOMO-LUMO gap (spin up / spin down) is 7.04 / 4.14 eV. As for the LUMO energy (spin up / spin down): -0.143 / -0.250 hartree.

Last column: Mulliken charge in e.
Geometry (Å):
Li 3.6510 -0.3816 -2.2290  0.7982
C 0.4109 -0.8873 0.6631  -0.8180
C 0.6366 -0.3625 -0.7363  1.9184
O 1.9483 -0.1540 -1.1094  -0.2536
H 0.6071 -1.9546 0.7659  0.2114
H -0.6322 -0.8039 0.9679  -0.1435
H 0.9904 -0.4588 1.4809  0.0508
H 0.1113 0.5901 -0.6671  -0.6849
H 0.0099 -0.8472 -1.4848  -0.0545
C 3.9700 -4.4257 2.0207  -1.5517
C 3.9453 -3.2978 0.9939  2.0390
C 5.0813 -2.2351 1.1698  -0.8242
O 4.9495 -1.5668 2.4251  -0.4645
C 3.6624 -0.9303 2.6002  -0.3339
N 4.1926 -3.8761 -0.2522  -0.5611
H 2.9880 -4.8644 2.1979  0.3446
H 4.3401 -4.0471 2.9735  0.3726
H 4.6089 -5.2600 1.7310  0.3837
H 2.9442 -2.8708 0.9340  -1.1651
H 5.1782 -1.5585 0.3207  0.3538
H 6.0148 -2.7821 1.3019  0.4855
H 3.7564 -0.1570 3.3625  0.2600
H 2.8913 -1.6787 2.7828  0.2429
H 3.3814 -0.3816 1.7013  0.0753
H 5.1300 -4.2303 -0.1257  0.3930
H 4.3886 -3.0985 -0.8662  0.0683
C 3.0192 4.6474 -2.7684  -1.4495
C 2.3591 4.1296 -1.4776  0.2363
C 0.8437 3.8241 -1.5895  1.0269
O 0.2103 4.9779 -2.0004  -0.4967
C -1.2064 4.8404 -1.9793  -0.5313
N 3.0868 2.9688 -1.1092  -0.4561
H 3.9958 5.0584 -2.5130  0.3989
H 2.3753 5.4488 -3.1308  0.3805
H 3.1260 3.8295 -3.4810  0.2682
H 2.3910 4.8626 -0.6714  0.4179
H 0.4881 3.4266 -0.6389  -0.0459
H 0.6403 3.0175 -2.2938  -0.6545
H -1.7177 5.8021 -2.0220  0.3835
H -1.6513 4.2258 -1.1968  0.0259
H -1.4975 4.2583 -2.8536  0.2373
H 2.4422 2.1972 -1.0131  -0.0891
H 3.4461 3.0720 -0.1709  0.3509
C 0.0420 1.1966 -4.5436  -0.6287
C -0.6238 -0.1268 -4.9792  0.7271
C -0.7448 -0.3120 -6.5334  -0.9166
O -1.0070 0.9501 -7.0964  -0.2832
C -1.1617 0.9066 -8.5465  -0.7568
N 0.0758 -1.2076 -4.3216  -0.6865
H -0.5395 2.1064 -4.6934  0.4104
H 0.9453 1.3029 -5.1443  0.4691
H 0.3597 1.2003 -3.5009  -0.4998
H -1.6557 -0.1333 -4.6282  0.1087
H -1.6115 -0.9185 -6.7963  0.4390
H 0.1315 -0.8005 -6.9594  0.4003
H -1.4603 1.8640 -8.9734  0.2533
H -2.0241 0.2515 -8.6699  0.3302
H -0.2570 0.5970 -9.0698  0.2893
H -0.6601 -1.7404 -3.8804  0.2772
H 0.4296 -0.7506 -3.4933  -0.0632
C -0.3886 4.3899 5.6639  -1.4541
C 0.9296 3.6868 5.4853  0.2609
C 0.9171 2.7508 4.2661  -0.1566
O 1.1398 3.4402 3.0622  -0.5242
C 1.2782 2.5704 1.9683  0.2050
N 1.9947 4.6376 5.4599  -0.7362
H -1.2284 3.7523 5.9401  0.3434
H -0.6677 4.9211 4.7539  0.2403
H -0.2622 5.0815 6.4968  0.4090
H 1.0992 3.1387 6.4121  0.4248
H -0.0342 2.2187 4.2594  0.1436
H 1.7374 2.0433 4.3869  0.2406
H 1.9337 3.0526 1.2431  -0.1112
H 0.3508 2.1983 1.5328  -0.1722
H 1.9393 1.7700 2.3007  0.2698
H 2.9003 4.3246 5.7794  0.2588
H 2.1902 4.9195 4.5099  0.2504
C -2.8107 2.5749 2.9668  -1.3367
C -3.4473 2.5558 1.5587  0.0206
C -2.5558 1.8637 0.5149  0.8326
O -3.0844 2.1329 -0.7803  -0.5449
C -2.4463 1.3864 -1.7241  -0.5046
N -4.7434 1.9742 1.6104  -0.7342
H -2.5354 1.5591 3.2505  -0.0381
H -3.4514 3.0898 3.6826  0.4052
H -1.9031 3.1752 3.0296  0.2998
H -3.6478 3.6094 1.3639  0.4450
H -2.5953 0.8034 0.7646  0.0850
H -1.5755 2.3393 0.5440  -0.2586
H -1.4412 1.7774 -1.8820  -0.0700
H -2.9248 1.4367 -2.7021  0.4108
H -2.4503 0.3097 -1.5543  0.4351
H -5.1756 2.0300 0.6993  0.3682
H -4.7300 0.9768 1.7688  0.1334
C 0.8386 -4.0684 -1.1177  -0.8223
C 1.3652 -4.2816 -2.5450  0.4316
C 0.3646 -4.8265 -3.5984  -0.8521
O 0.1538 -6.1660 -3.4446  -0.3530
C -0.6616 -6.7747 -4.4430  -0.7846
N 1.9580 -3.0030 -2.9860  -0.5452
H 0.6791 -5.0271 -0.6244  0.5709
H -0.0352 -3.4261 -1.0081  0.2125
H 1.7102 -3.7413 -0.5507  -0.2245
H 2.1950 -4.9676 -2.3752  0.3192
H 0.8455 -4.7360 -4.5723  0.4617
H -0.5794 -4.2874 -3.5186  0.3017
H -1.6493 -6.3170 -4.4993  0.3239
H -0.8649 -7.7552 -4.0124  0.2826
H -0.2045 -6.9551 -5.4160  0.2978
H 2.0072 -2.4158 -2.1658  -0.0933
H 1.2692 -2.4479 -3.4733  0.6580
C -3.0708 -1.6242 2.4939  -0.7754
C -4.3157 -1.9743 3.3305  0.4595
C -4.0757 -1.8769 4.8628  -0.8791
O -3.0926 -2.8150 5.3086  -0.3377
C -2.9661 -2.8407 6.7385  -0.7496
N -5.4220 -1.0381 3.0806  -0.6463
H -3.4177 -1.7560 1.4690  0.4001
H -2.2573 -2.2767 2.8111  0.4613
H -2.6625 -0.6152 2.5519  -0.3704
H -4.6445 -2.9598 3.0009  0.3132
H -4.9978 -1.8891 5.4440  0.4442
H -3.6087 -0.9045 5.0191  0.2934
H -2.3226 -3.6346 7.1176  0.2637
H -3.9409 -3.1098 7.1453  0.3102
H -2.6272 -1.8763 7.1168  0.2993
H -6.1309 -1.1720 3.7874  0.2015
H -5.8952 -1.3829 2.2577  0.2710

Cartesian forces (eV/Å) of the 6 atoms listed first:
-0.560 0.099 0.104
-0.050 -1.172 1.222
0.601 -0.146 0.489
-0.846 -0.304 0.010
0.175 -0.161 -0.470
-0.144 0.299 -0.314

***

DFT (ωB97M-V/def2-TZVPD) results for a structure of composition C25H29NOS6Sn in a non-equilibrium geometry.

The HOMO energy is -13.1 eV. The total charge is +2. The total energy comes out at -100762.00120 eV. As for the relative energy (zero: lowest compared OMol25 entry of this formula, charge and spin): 26.0 kcal/mol. The maximum force is 1.84 eV Å⁻¹. The value obtained for the HOMO-LUMO gap is 5.79 eV. As for the LUMO energy: -0.268 hartree.

Last column: Mulliken charge in e.
Geometry (Å):
Sn -0.6008 0.0372 0.0673  -0.0404
C 0.3605 3.1568 -2.3493  -0.9656
C 1.4796 2.1343 -2.3009  -0.8021
S 1.8094 1.3417 -0.7014  0.2335
C 2.0173 2.7521 0.4300  -0.5338
C 2.0162 2.2712 1.8669  -1.1499
S 0.4942 1.4216 2.3715  0.1994
C -0.6991 2.7431 2.7401  -0.7651
C -2.1005 2.1555 2.6793  -0.9270
S -2.6544 1.5214 1.0697  0.2300
C -2.9920 3.0645 0.1591  -1.1986
C -1.8049 3.6464 -0.5812  -0.2299
S -1.2135 2.4344 -1.8026  0.2427
H 0.2232 3.4594 -3.3866  0.5286
H 0.5773 4.0466 -1.7609  0.4919
H 2.4196 2.5887 -2.6158  0.5584
H 1.2581 1.2957 -2.9631  0.4095
H 1.2281 3.4785 0.2459  0.1758
H 2.9824 3.2041 0.1966  0.5417
H 2.2027 3.0982 2.5506  0.6391
H 2.7905 1.5165 2.0139  0.3996
H -0.5520 3.5829 2.0633  0.3838
H -0.5066 3.0750 3.7608  0.5143
H -2.8370 2.8911 3.0015  0.5527
H -2.1701 1.2890 3.3393  0.4435
H -3.3755 3.7856 0.8812  0.5909
H -3.7950 2.8190 -0.5362  0.5402
H -0.9863 3.8890 0.0934  -0.0346
H -2.1117 4.5437 -1.1190  0.5848
C -4.1157 -0.2564 -2.7043  -1.0509
C -3.7696 -1.3442 -3.4899  -1.0054
C -2.5785 -2.0183 -3.2819  -0.7808
C -1.6993 -1.6210 -2.2696  -0.5102
C -2.0560 -0.5021 -1.5273  1.7943
C -3.2382 0.1801 -1.7184  -0.0866
C -0.4683 -2.3718 -1.9368  1.1780
C -0.2073 -3.6389 -2.4914  -1.1767
C 0.9141 -4.3245 -2.1209  -0.9642
C 1.8025 -3.7643 -1.1814  1.0873
C 2.9762 -4.4231 -0.7527  -0.8815
C 3.7775 -3.8593 0.1992  -0.8067
C 3.4358 -2.6105 0.7522  -0.8878
C 2.3148 -1.9438 0.3413  0.2052
C 1.4697 -2.4986 -0.6405  0.2440
N 0.3470 -1.8327 -1.0424  0.3914
H -5.0529 0.2630 -2.8514  0.4965
H -4.4367 -1.6715 -4.2757  0.4224
H -2.3351 -2.8548 -3.9206  0.4259
H -3.4920 1.0382 -1.1094  -0.1277
H -0.9015 -4.0828 -3.1857  0.3664
H 1.1193 -5.3071 -2.5268  0.4840
H 3.2215 -5.3816 -1.1914  0.4534
H 4.6709 -4.3684 0.5325  0.4295
H 4.0787 -2.1750 1.5063  0.5220
H 2.0602 -0.9809 0.7682  -0.0060
C 2.0689 -1.6117 4.3643  -1.0393
O 1.2205 -1.3540 3.2285  0.2035
C 0.0931 -2.0074 3.1613  0.2168
S -0.4803 -3.2040 4.1250  -0.1212
S -1.0495 -1.7237 1.9109  -0.1490
H 2.8463 -0.8546 4.3313  0.2414
H 2.5035 -2.6074 4.2948  0.3556
H 1.5008 -1.5297 5.2892  0.4629

Cartesian forces (eV/Å) of the 6 atoms listed first:
-0.394 -1.457 -0.512
-0.352 0.017 0.117
0.088 -0.076 0.125
-0.297 -0.227 0.043
-0.158 -0.078 -0.304
-0.245 -0.172 0.103